Record 1
A single C2N4O molecule. Source: OMol25; level of theory: ωB97M-V/def2-TZVPD.

Calculated values
gap between HOMO and LUMO: 11.1 eV
energy: -370.32837 Eh

```
! wB97M-V def2-TZVPD RIJCOSX def2/J DEFGRID3
* xyz 0 1
N 2.803 -0.099 -0.231
C 1.685 0.136 0.210
C 0.201 0.263 0.187
N -0.727 1.097 -0.024
N -1.991 0.383 -0.145
N -1.713 -0.762 -0.007
O -0.258 -1.018 0.010
*
```

---

Record 2
A 6-piece molecular cluster, C32H63NO9S overall. Source: OMol25; level of theory: ωB97M-V/def2-TZVPD.

Calculated values
gap between HOMO and LUMO: 9.6 eV
energy: -2387.00077 Eh

```
! wB97M-V def2-TZVPD RIJCOSX def2/J DEFGRID3
* xyz 0 1
C -4.029 -3.508 0.823
C -4.204 -2.024 1.196
C -4.799 -1.199 0.041
C -4.061 0.088 -0.326
N -2.614 -0.083 -0.511
C -1.758 0.903 0.071
C -2.177 2.329 -0.307
O -2.709 2.478 -1.591
O -1.617 2.419 -2.512
C -1.434 0.834 1.589
C 0.084 0.734 1.700
C 0.706 -0.662 1.993
C -0.147 -1.906 1.681
C 0.168 -2.517 0.311
S -0.487 -4.205 0.134
C 0.521 1.094 0.293
O 1.539 1.597 -0.074
O -0.443 0.666 -0.551
H -3.668 -3.593 -0.206
H -3.324 -4.020 1.476
H -4.995 -4.014 0.846
H -4.866 -1.987 2.062
H -3.231 -1.637 1.502
H -5.807 -0.892 0.332
H -4.934 -1.821 -0.845
H -4.480 0.443 -1.271
H -4.286 0.866 0.408
H -2.309 -1.015 -0.260
H -2.986 2.652 0.354
H -1.335 3.006 -0.130
H -1.922 1.731 -3.125
H -1.767 1.772 2.043
H -1.978 0.055 2.118
H 0.467 1.438 2.436
H 1.050 -0.709 3.026
H 1.611 -0.742 1.384
H -1.217 -1.726 1.785
H 0.095 -2.669 2.423
H -0.195 -1.902 -0.510
H 1.249 -2.622 0.216
H -1.657 -4.005 -0.487
C 3.019 5.253 -2.136
C 2.758 4.370 -0.917
C 4.027 4.588 -0.108
O 4.469 5.919 -0.395
C 3.744 6.438 -1.512
H 2.114 5.547 -2.665
H 3.675 4.736 -2.840
H 1.890 4.743 -0.366
H 2.584 3.329 -1.155
H 4.813 3.885 -0.405
H 3.870 4.493 0.968
H 3.032 7.191 -1.152
H 4.445 6.923 -2.193
C -4.099 3.427 -5.996
C -2.837 3.404 -6.857
C -2.125 2.171 -6.321
O -3.146 1.267 -5.890
C -4.407 1.941 -5.862
H -4.921 3.989 -6.437
H -3.877 3.856 -5.016
H -3.099 3.264 -7.908
H -2.235 4.307 -6.773
H -1.497 2.423 -5.460
H -1.501 1.677 -7.067
H -5.017 1.585 -6.698
H -4.919 1.694 -4.931
C 4.109 7.851 2.368
C 4.069 9.266 2.938
C 2.653 9.698 2.578
O 1.853 8.513 2.595
C 2.698 7.362 2.657
H 4.873 7.218 2.816
H 4.283 7.876 1.292
H 4.194 9.242 4.024
H 4.828 9.928 2.523
H 2.617 10.133 1.574
H 2.232 10.418 3.281
H 2.625 6.926 3.660
H 2.349 6.624 1.932
C 0.439 -10.019 0.112
C 0.613 -8.643 0.752
C -0.728 -7.992 0.452
O -1.693 -9.051 0.416
C -1.026 -10.313 0.403
H 1.110 -10.778 0.511
H 0.600 -9.954 -0.967
H 0.750 -8.745 1.830
H 1.448 -8.072 0.361
H -0.716 -7.499 -0.526
H -1.031 -7.260 1.202
H -1.147 -10.788 1.384
H -1.494 -10.952 -0.348
C 2.636 -4.906 3.800
C 3.695 -4.700 2.720
C 3.524 -5.959 1.880
O 2.143 -6.316 1.971
C 1.514 -5.565 3.008
H 2.321 -3.983 4.287
H 3.009 -5.586 4.569
H 3.458 -3.814 2.125
H 4.705 -4.587 3.109
H 4.129 -6.784 2.270
H 3.781 -5.808 0.831
H 0.862 -4.819 2.543
H 0.897 -6.229 3.616
*
```